Entry 1:
A 6-piece molecular cluster, C25H50N2O20P overall in a non-equilibrium geometry. Source: the OMol25 dataset; level of theory: ωB97M-V with the def2-TZVPD basis set.

```
98
Properties=species:S:1:pos:R:3:forces:R:3
C 2.094 1.107 1.998 1.610 -1.345 0.303
C 1.743 -0.479 1.600 -0.760 -0.502 1.656
C 2.236 -0.967 0.115 0.211 0.556 -0.201
N 1.117 -1.240 2.554 -0.540 3.941 -4.089
C -0.205 -1.798 2.081 0.310 -3.587 0.371
N -1.045 -2.023 3.356 1.313 -0.040 -0.801
C -0.125 -3.256 1.337 -1.538 -6.188 -3.554
O 0.953 -4.035 1.214 -4.049 4.639 1.204
O -1.397 -3.794 0.782 5.538 3.720 3.144
P -1.235 -0.636 0.971 -3.094 3.461 -0.368
O -1.153 0.900 1.345 0.379 -4.650 -1.440
O -0.956 -0.952 -0.753 0.418 1.104 2.979
O -2.932 -1.096 1.232 2.565 1.330 -0.419
H 2.752 1.037 2.987 -1.262 0.306 -2.106
H 1.143 1.735 2.261 1.634 -1.632 -0.849
H 2.743 1.581 1.116 -1.470 -0.881 2.058
H 1.946 -0.168 -0.722 0.536 -1.696 1.786
H 3.429 -0.948 0.139 -2.513 0.070 0.199
H 1.929 -2.056 -0.181 0.280 2.141 0.820
H -1.849 -2.658 3.155 1.185 0.478 -0.107
H -0.360 -2.456 4.025 -1.087 0.431 -0.943
H -0.208 -0.381 -1.095 -1.245 -0.744 0.955
H -3.460 -0.297 1.538 1.466 -1.046 -0.652
C -8.917 1.330 -0.794 0.154 -0.223 -0.174
C -8.724 1.469 0.707 0.028 0.469 -0.404
O -8.700 0.186 1.344 0.649 -0.434 0.202
C -7.544 -0.509 1.220 0.600 -0.184 -0.392
O -6.539 -0.136 0.632 -1.496 -0.401 0.926
O -7.700 -1.706 1.838 -0.212 1.328 -0.422
C -6.583 -2.581 1.693 0.643 -0.519 0.007
H -9.804 0.728 -1.014 -0.003 0.161 0.099
H -9.026 2.311 -1.263 0.004 -0.059 0.084
H -8.066 0.821 -1.258 -0.042 0.153 0.137
H -9.573 2.017 1.130 0.102 -0.354 0.140
H -7.819 2.041 0.948 -0.068 -0.292 -0.078
H -5.653 -2.095 2.006 -0.176 -0.076 -0.249
H -6.510 -2.921 0.655 0.152 0.171 0.175
H -6.749 -3.452 2.333 -0.205 0.288 -0.072
C -7.461 7.239 -4.777 0.162 -0.262 -0.170
C -7.268 7.378 -3.276 0.011 0.473 -0.385
O -7.244 6.095 -2.640 0.693 -0.443 0.189
C -6.087 5.400 -2.763 0.536 -0.154 -0.383
O -5.083 5.773 -3.351 -1.483 -0.433 0.892
O -6.244 4.203 -2.145 -0.128 1.282 -0.438
C -5.127 3.328 -2.291 0.551 -0.542 0.051
H -8.348 6.637 -4.997 0.001 0.178 0.095
H -7.570 8.220 -5.246 -0.023 -0.068 0.084
H -6.610 6.730 -5.241 -0.045 0.159 0.139
H -8.116 7.926 -2.853 0.105 -0.361 0.141
H -6.363 7.949 -3.035 -0.066 -0.302 -0.069
H -4.197 3.814 -1.977 -0.222 -0.031 -0.192
H -5.054 2.988 -3.328 0.104 0.164 0.150
H -5.292 2.457 -1.651 -0.213 0.289 -0.060
C 8.702 2.481 1.300 0.082 0.263 0.215
C 7.308 2.378 0.704 0.564 -0.163 -0.384
O 6.310 2.743 1.665 -0.424 1.030 0.182
C 6.162 4.071 1.882 0.414 0.216 -0.118
O 6.788 4.965 1.331 -0.924 -1.202 0.721
O 5.216 4.242 2.839 0.682 -0.250 -0.812
C 5.036 5.600 3.236 -0.158 0.463 0.163
H 8.768 1.900 2.225 -0.039 -0.079 -0.188
H 9.452 2.115 0.594 -0.114 -0.026 0.033
H 8.948 3.516 1.556 -0.078 -0.103 -0.152
H 7.111 1.338 0.423 -0.246 0.219 0.247
H 7.210 2.981 -0.207 -0.029 0.043 0.310
H 4.842 6.245 2.373 0.197 -0.152 0.140
H 5.915 5.946 3.788 -0.087 0.035 -0.220
H 4.169 5.647 3.901 0.162 -0.319 -0.164
C 11.799 -2.703 -2.682 0.284 0.221 0.024
C 10.482 -2.103 -3.145 0.186 -0.688 -0.202
O 10.315 -0.775 -2.633 0.306 0.987 -0.464
C 11.023 0.191 -3.265 0.462 -0.285 -0.309
O 11.769 0.029 -4.220 -1.127 0.291 1.333
O 10.786 1.370 -2.637 0.008 -0.945 -0.428
C 11.556 2.459 -3.144 0.234 0.473 -0.167
H 11.883 -2.653 -1.592 -0.144 -0.114 -0.106
H 11.881 -3.747 -2.998 -0.070 0.096 0.045
H 12.652 -2.153 -3.092 -0.176 -0.092 -0.065
H 9.654 -2.701 -2.750 0.031 0.414 0.059
H 10.394 -2.112 -4.238 0.122 0.196 0.223
H 11.437 2.560 -4.228 0.118 -0.158 0.213
H 12.610 2.323 -2.881 -0.138 -0.022 -0.202
H 11.196 3.377 -2.672 -0.114 -0.361 0.070
C -3.210 -7.237 -0.282 -0.393 -0.223 0.069
C -2.696 -6.787 1.075 0.900 -0.078 -0.721
O -3.775 -6.366 1.919 -1.118 -0.969 1.072
C -4.504 -7.360 2.480 0.751 -0.044 -0.851
O -4.317 -8.559 2.337 -0.429 1.460 0.432
O -5.500 -6.796 3.208 0.470 -0.321 -0.233
C -6.408 -7.740 3.772 -0.216 -0.179 0.181
H -3.827 -6.457 -0.738 0.243 0.053 0.039
H -2.378 -7.470 -0.953 -0.037 0.118 0.110
H -3.839 -8.128 -0.193 0.130 -0.003 0.015
H -2.039 -5.921 0.944 -0.294 0.191 0.239
H -2.103 -7.570 1.564 -0.355 0.029 0.011
H -5.880 -8.503 4.353 -0.061 0.073 -0.264
H -7.004 -8.202 2.978 0.172 -0.089 0.142
H -7.083 -7.202 4.443 0.251 0.151 -0.209
```
Positions in Å, forces in eV/Å.

## Properties
HOMO level = -4.6644 eV
Kohn-Sham gap = 0.23899 Ha
DFT total energy = -2938.25999 a.u.
spin multiplicity = 1
max |F| = 0.1434 Eh/bohr
net charge = -1

=====

Entry 2:
A 2-piece molecular cluster, C32H43N4 overall in a non-equilibrium geometry. Source: the OMol25 dataset; level of theory: ωB97M-V with the def2-TZVPD basis set.

```
79
Properties=species:S:1:pos:R:3:forces:R:3
C -0.224 5.855 6.387 0.112 0.286 -0.183
N -0.767 4.516 6.305 -0.074 -0.113 -0.230
C -0.925 3.812 7.560 -0.177 -0.211 0.199
C -1.092 3.959 5.107 0.061 -0.135 0.088
C -1.675 2.661 5.031 -0.021 -0.026 -0.081
C -1.929 2.080 3.805 0.324 0.366 -0.216
C -1.598 2.735 2.589 0.168 0.190 0.139
C -1.830 2.076 1.329 -1.059 0.319 0.033
C -1.677 2.671 0.093 0.093 0.038 -0.323
C -2.047 2.088 -1.152 0.119 0.067 0.355
C -1.401 2.584 -2.362 -0.112 0.116 -0.087
C -0.177 3.303 -2.275 -0.032 0.199 -0.466
C 0.443 3.837 -3.393 -0.282 -0.180 0.330
C -0.094 3.618 -4.691 0.085 0.061 -0.134
N 0.544 4.074 -5.809 -0.151 -0.160 0.344
C 0.261 3.541 -7.124 -0.314 -0.010 -0.189
C 1.501 5.159 -5.793 0.299 0.062 0.024
C -1.313 2.896 -4.795 0.008 -0.116 0.279
C -1.958 2.432 -3.660 0.346 0.046 -0.082
C -3.065 1.046 -1.200 0.073 -0.313 -0.307
C -4.076 0.940 -0.212 0.012 -0.322 0.037
C -5.015 -0.075 -0.226 0.178 0.170 -0.167
C -5.133 -0.916 -1.365 -0.167 -0.078 0.050
N -6.194 -1.764 -1.512 0.183 0.196 0.090
C -6.634 -2.232 -2.808 0.229 -0.229 -0.217
C -6.959 -2.285 -0.402 -0.221 0.020 0.136
C -4.136 -0.821 -2.371 0.145 0.183 0.078
C -3.091 0.075 -2.240 -0.428 0.240 -0.022
C -1.067 4.051 2.668 -0.029 -0.292 0.590
C -0.835 4.653 3.893 -0.006 -0.061 -0.300
H -0.866 6.580 5.868 0.098 -0.088 0.203
H -0.156 6.129 7.443 -0.013 0.082 -0.331
H 0.779 5.910 5.940 -0.148 0.015 0.113
H -0.665 2.752 7.455 0.058 0.263 0.101
H -0.255 4.277 8.292 -0.180 -0.308 -0.127
H -1.955 3.878 7.945 0.199 -0.034 -0.077
H -1.913 2.119 5.947 -0.022 0.193 -0.364
H -2.395 1.092 3.762 0.159 0.229 0.040
H -2.306 1.103 1.391 0.085 0.544 -0.089
H -1.217 3.660 0.050 -0.062 -0.453 -0.018
H 0.305 3.435 -1.306 -0.110 -0.090 -0.309
H 1.371 4.396 -3.277 -0.252 -0.307 0.022
H -0.045 2.492 -7.059 0.155 0.205 -0.052
H -0.534 4.107 -7.631 0.116 -0.104 0.019
H 1.170 3.611 -7.734 -0.194 -0.077 0.134
H 1.536 5.635 -4.812 -0.007 -0.011 -0.296
H 2.503 4.792 -6.056 -0.113 0.113 0.127
H 1.221 5.914 -6.542 -0.005 -0.139 0.218
H -1.759 2.731 -5.775 0.048 0.133 0.369
H -2.921 1.943 -3.786 0.204 0.236 0.072
H -4.134 1.682 0.585 -0.012 -0.193 -0.304
H -5.716 -0.170 0.602 0.108 0.258 -0.383
H -6.351 -1.523 -3.593 -0.137 -0.133 0.161
H -6.209 -3.217 -3.051 -0.091 0.121 -0.041
H -7.727 -2.330 -2.792 0.249 0.068 -0.051
H -6.568 -1.922 0.551 -0.138 -0.198 -0.202
H -8.013 -1.991 -0.502 0.177 -0.016 0.159
H -6.923 -3.386 -0.401 0.057 0.245 0.033
H -4.188 -1.470 -3.248 0.155 0.095 0.413
H -2.288 0.051 -2.979 -0.228 -0.015 0.301
H -0.828 4.602 1.758 -0.065 -0.135 0.323
H -0.426 5.663 3.931 -0.129 -0.388 -0.096
C -1.400 -2.198 0.785 -0.066 -0.120 -0.001
C -0.516 -1.016 0.442 -0.003 0.502 -0.600
C 0.935 -1.383 0.084 0.047 -0.139 0.190
C 1.833 -0.372 0.818 0.075 0.134 -0.210
C 0.931 0.366 1.815 0.086 -0.011 0.481
N -0.444 -0.007 1.496 0.261 -0.370 0.671
H -1.353 -2.938 -0.022 -0.070 0.107 0.156
H -1.070 -2.683 1.716 -0.063 0.113 -0.197
H -2.445 -1.881 0.889 0.108 -0.093 0.057
H -0.958 -0.492 -0.422 0.058 -0.337 -0.027
H 1.162 -2.405 0.412 -0.081 0.128 -0.074
H 1.079 -1.335 -1.000 0.046 -0.133 0.187
H 2.656 -0.868 1.341 -0.069 0.129 -0.203
H 2.255 0.346 0.110 0.082 -0.140 0.083
H 1.185 0.091 2.853 -0.089 0.148 -0.312
H 1.041 1.455 1.725 0.104 -0.103 0.074
H -0.984 -0.239 2.321 0.247 -0.242 -0.112
```
Positions in Å, forces in eV/Å.

## Properties
HOMO level = -9.5739 eV
Kohn-Sham gap = 0.21507 Ha
DFT total energy = -1463.92247 a.u.
spin multiplicity = 1
max |F| = 0.0215 Eh/bohr
net charge = +1
energy relative to the best compared isomer or geometry (same formula, charge and spin) = 1.521 eV

=====

Entry 3:
A 2-piece molecular cluster, C4H12 overall in a non-equilibrium geometry. Source: the OMol25 dataset; level of theory: ωB97M-V with the def2-TZVPD basis set.

```
16
Properties=species:S:1:pos:R:3:forces:R:3
C -1.489 0.750 0.779 -1.147 -4.031 -0.887
C -1.639 1.422 -0.515 -2.894 2.644 1.680
H -0.519 0.385 0.719 1.974 -0.800 0.982
H -1.645 1.384 1.544 -0.196 2.093 2.851
H -2.148 -0.190 0.979 0.797 1.666 -0.673
H -1.705 0.732 -1.241 0.559 -2.252 -3.021
H -0.837 2.160 -0.613 -0.553 0.086 -0.480
H -2.710 1.805 -0.501 1.408 0.632 -0.411
C 1.232 -1.807 -0.018 0.458 2.369 -1.232
C 1.907 -0.386 -0.231 1.141 -1.898 -2.572
H 0.733 -2.159 -0.959 0.740 0.319 0.755
H 1.964 -2.480 0.326 0.550 -1.129 0.430
H 0.460 -1.638 0.698 -0.570 -0.320 0.722
H 2.269 0.241 0.501 0.127 0.553 3.076
H 1.190 0.215 -0.705 -0.881 0.932 -1.142
H 2.881 -0.327 -0.831 -1.512 -0.864 -0.080
```
Positions in Å, forces in eV/Å.

## Properties
HOMO level = -11.4704 eV
structure (SMILES) = CC.CC
Kohn-Sham gap = 0.46384 Ha
DFT total energy = -159.53216 a.u.
spin multiplicity = 1
max |F| = 0.0833 Eh/bohr
energy relative to the best compared isomer or geometry (same formula, charge and spin) = 1.437 eV